DFT (ωB97M-V/def2-TZVPD) results for a 2-piece molecular cluster, C9H14 overall.

Last column: natural (NBO) charge in e.
Cartesian coordinates (Å):
C: -0.6509 -2.4899 -2.6810  -0.634
C: 0.2754 -3.0459 -1.6745  -0.618
H: -1.5583 -2.4647 -2.0638  0.223
H: -0.2298 -1.5582 -3.1908  0.212
H: -0.8579 -3.2189 -3.4610  0.211
H: -0.2013 -3.2959 -0.7446  0.204
H: 1.1404 -2.4420 -1.4287  0.200
H: 0.7858 -4.0441 -1.8310  0.203
C: 0.2570 1.3878 -1.6613  -0.634
C: -0.7350 1.8567 2.0904  -0.197
C: -0.5642 2.0382 0.6208  -0.219
C: -0.1683 0.7225 2.6489  -0.239
C: 0.3250 1.1345 -0.1152  0.001
C: 0.5573 -0.1678 1.8757  -0.193
C: 0.7939 -0.0627 0.5177  -0.228
H: -1.2196 2.6848 2.6482  0.216
H: -0.9930 2.9325 0.2689  0.206
H: -0.4011 0.5435 3.7340  0.215
H: 0.9882 -0.9613 2.3716  0.202
H: 0.4013 0.5473 -2.2402  0.207
H: 1.0918 2.1517 -1.8369  0.223
H: 1.3360 -0.8007 -0.0213  0.216
H: -0.8245 1.6849 -1.9339  0.223

Summary:
HOMO energy	-8.8907	eV
net charge	0
E_LUMO	1.04	eV
multiplicity	1
structure (SMILES)	Cc1ccccc1.CC
frontier orbital gap	9.9	eV


DFT (ωB97M-V/def2-TZVPD) results for a 2-piece molecular cluster, C3H10BFN4O overall.

Last column: natural (NBO) charge in e.
Cartesian coordinates (Å):
N: 0.2840 2.4691 1.0349  -1.156
B: -0.5819 1.3102 0.7992  1.178
O: -1.9435 1.3909 1.0181  -0.907
N: -0.0660 0.0397 0.3456  -0.671
C: -0.9789 -1.0476 -0.1787  -0.193
C: 0.0883 -1.8837 -0.8826  -0.213
N: 0.9475 -0.8060 -1.4537  -0.672
C: 1.0796 0.0026 -0.3374  0.738
N: 2.1903 0.5755 -0.0032  -0.697
H: 0.3281 2.6344 2.0361  0.394
H: -0.1456 3.3065 0.6551  0.398
H: -2.1773 0.9000 1.8210  0.511
H: -1.6767 -0.6145 -0.8674  0.229
H: -1.4357 -1.5723 0.6314  0.253
H: -0.2468 -2.6304 -1.5762  0.316
H: 0.6777 -2.2779 -0.0569  0.171
H: 0.5199 -0.3403 -2.2454  0.397
H: 2.9042 0.7723 -0.6841  0.430
H: 2.3688 0.7871 0.9647  0.428
F: -2.1361 -3.0155 -1.0203  -0.932

Summary:
HOMO energy	-7.2850	eV
net charge	0
E_LUMO	-0.42	eV
multiplicity	1
frontier orbital gap	6.9	eV